[1]
Entry from OMol25: 4 unconnected molecules or ions with the total composition C29H68N5O7 (ωB97M-V/def2-TZVPD).

The geometry in XYZ format:
```
109
Properties=species:S:1:pos:R:3:lowdin_charge:R:1
C -4.94451 2.34983 1.54734 -0.0509
C -3.66376 1.70375 1.00555 -0.4626
C -2.84139 2.77727 0.26792 -0.2288
N -3.67368 3.56673 -0.64484 0.0165
C -2.87129 1.12500 2.19002 -0.0765
C -1.56379 0.37485 1.84367 -0.4548
C -0.35031 1.28939 1.85030 -0.0430
C -1.28949 -0.72908 2.87156 -0.0259
N -1.71690 -0.21590 0.46763 -0.0982
O -0.95540 0.25075 -0.44970 -0.0530
C -3.07235 -0.65597 -0.01200 -0.4540
C -3.59338 -1.80925 0.84875 -0.0250
C -2.90673 -1.16411 -1.43428 -0.0284
C -4.05712 0.54374 0.05936 -0.0580
H -4.75518 3.36336 1.90244 0.0855
H -5.71063 2.41993 0.77472 0.0814
H -5.35167 1.75363 2.36936 0.0842
H -1.99202 2.30242 -0.23259 0.0982
H -2.44162 3.47068 1.01702 0.1221
H -3.10213 4.27303 -1.09713 0.0696
H -4.01631 2.98169 -1.40222 0.0631
H -2.61762 1.92893 2.89021 0.1352
H -3.54077 0.44967 2.73089 0.1143
H 0.53153 0.74774 1.50902 0.0909
H -0.18164 1.63401 2.87168 0.0819
H -0.46637 2.16406 1.21606 0.0705
H -1.32183 -0.29768 3.87513 0.0925
H -2.00856 -1.54265 2.83674 0.0607
H -0.29441 -1.15427 2.72039 0.0882
H -2.85130 -2.60632 0.90687 0.0687
H -3.86697 -1.50473 1.85675 0.0737
H -4.48905 -2.21324 0.37451 0.0929
H -3.82875 -1.66391 -1.74174 0.0930
H -2.69155 -0.36582 -2.14030 0.0788
H -2.08944 -1.88600 -1.48918 0.0880
H -4.22468 0.93496 -0.94816 0.1147
H -5.02069 0.14706 0.39305 0.1226
C 3.73590 2.02855 -7.43642 -0.1221
O 3.87725 1.08929 -6.39473 -0.1975
C 4.34563 1.63371 -5.16613 -0.2144
C 3.29549 1.50663 -4.08627 -0.2149
N 2.14070 2.33216 -4.38971 -0.0436
C 1.01866 2.19680 -3.47018 -0.1901
C 0.32256 0.84487 -3.36593 -0.2175
O -0.34523 0.45535 -4.55671 -0.1802
C 0.44066 -0.25065 -5.49244 -0.1079
H 3.46850 1.47378 -8.33415 0.0866
H 2.95526 2.76969 -7.22956 0.0829
H 4.67212 2.56688 -7.62051 0.0866
H 4.61443 2.68610 -5.30200 0.1216
H 5.24160 1.08321 -4.86756 0.1219
H 3.73297 1.84688 -3.14326 0.1135
H 3.05638 0.43900 -3.96987 0.1110
H 1.82900 2.13059 -5.33146 0.0792
H 0.26533 2.93393 -3.76047 0.1202
H 1.36146 2.47091 -2.46536 0.0963
H -0.44383 0.92673 -2.59487 0.0920
H 1.00927 0.04916 -3.05102 0.1156
H 1.17609 -0.89038 -4.99296 0.0875
H 0.98136 0.40809 -6.17944 0.0716
H -0.23007 -0.87926 -6.07803 0.0856
C 2.30869 2.91570 3.88765 -0.1152
O 1.58469 3.63661 2.91442 -0.2238
C 1.58425 5.04905 3.08731 -0.2057
C 2.28850 5.69214 1.91122 -0.2178
N 3.69292 5.32292 1.88733 -0.0500
C 4.40974 5.67515 0.66811 -0.1990
C 3.96904 5.00477 -0.63219 -0.2180
O 4.18337 3.60179 -0.65461 -0.1814
C 3.10594 2.80377 -0.20495 -0.1079
H 2.12667 1.85776 3.70280 0.0812
H 3.38700 3.10441 3.83506 0.0861
H 1.97200 3.16025 4.90080 0.0904
H 2.06819 5.31736 4.03129 0.1229
H 0.54658 5.39205 3.11630 0.1219
H 2.20362 6.78120 1.98610 0.1241
H 1.74107 5.38746 1.00738 0.1087
H 3.77561 4.32611 2.03489 0.0768
H 5.46404 5.43499 0.82229 0.1178
H 4.34752 6.76050 0.53050 0.1177
H 4.57648 5.41786 -1.44077 0.1207
H 2.92020 5.22052 -0.86933 0.1102
H 2.14166 3.23622 -0.49248 0.0795
H 3.10034 2.66402 0.87808 0.0691
H 3.20307 1.82564 -0.67359 0.0832
C -0.46365 -4.30510 0.47780 -0.1117
O -1.46162 -5.28656 0.65137 -0.2009
C -1.19559 -6.52778 0.00958 -0.2142
C -1.05121 -7.63069 1.03410 -0.2210
N 0.12591 -7.41509 1.85539 -0.0521
C 0.29470 -8.34822 2.95902 -0.2032
C -0.77522 -8.36274 4.04499 -0.2267
O -0.83942 -7.16491 4.79792 -0.1793
C -1.71735 -6.17576 4.30148 -0.1055
H -0.84429 -3.38177 0.91235 0.0618
H 0.47550 -4.56474 0.97984 0.0875
H -0.25087 -4.12842 -0.58178 0.0918
H -0.28349 -6.45055 -0.59032 0.1228
H -2.03178 -6.75624 -0.65650 0.1220
H -0.94685 -8.58590 0.50877 0.1251
H -1.98819 -7.67786 1.60829 0.1077
H 0.11397 -6.46780 2.21208 0.0818
H 1.25267 -8.13143 3.43699 0.1187
H 0.36744 -9.36036 2.54501 0.1176
H -0.52192 -9.15573 4.75271 0.1203
H -1.76636 -8.59232 3.63437 0.1089
H -2.60290 -6.62493 3.83986 0.0874
H -1.24674 -5.52290 3.55995 0.0710
H -2.03363 -5.56601 5.14729 0.0866
```

HOMO energy (spin up / spin down)   -8.01 / -8.37 eV
Net charge   0
E_LUMO (spin up / spin down)   0.6 / 0.6 eV
Spin multiplicity   2
Expectation value of S²   0.754

=====

[2]
Entry from OMol25: 4 unconnected molecules or ions with the total composition C29H69BN3O13 at a distorted geometry (ωB97M-V/def2-TZVPD).

The geometry in XYZ format:
```
115
Properties=species:S:1:pos:R:3:lowdin_charge:R:1
C 5.52718 0.84514 -1.26788 -0.0673
C 6.23657 0.06408 -2.41726 -0.2554
O 5.40074 -0.24772 -3.51930 -0.1760
C 4.88944 0.94022 -4.10985 -0.1816
C 4.14204 0.49102 -5.40548 -0.1332
O 3.45979 -0.74126 -5.16763 -0.0883
C 2.10911 -0.59189 -4.84350 -0.3322
N 1.76828 0.61421 -4.09954 0.0251
C 0.29648 0.65148 -4.02056 -0.1351
C -0.13866 -0.52439 -3.07862 -0.1398
B -1.76795 -0.58077 -2.89532 -0.4900
N -2.71387 -0.03020 -3.89710 0.1506
O -2.26396 -1.19552 -1.75107 0.1543
N 0.29705 -1.85692 -3.61046 0.1282
C 1.75037 -1.89854 -4.03465 -0.1578
C 2.70995 -2.14115 -2.83277 -0.0644
C 3.63198 -3.38592 -2.96772 -0.3966
C 4.37353 -3.51292 -4.32103 -0.0302
O 2.92115 -4.57413 -2.63292 -0.0271
H 5.55586 1.92568 -1.50510 0.0671
H 6.01352 0.60791 -0.30961 0.0808
H 4.45776 0.56320 -1.17142 0.0698
H 6.55950 -0.90897 -1.99512 0.1187
H 7.17913 0.57466 -2.71091 0.1256
H 5.67960 1.67140 -4.35801 0.1392
H 4.14229 1.41899 -3.44351 0.1066
H 3.52355 1.28198 -5.85633 0.1302
H 4.93040 0.25522 -6.14897 0.1366
H 1.48939 -0.58031 -5.76748 0.1659
H 2.16493 0.62360 -3.16551 0.1138
H -0.16402 0.54163 -5.01844 0.1276
H -0.05221 1.62622 -3.63121 0.1421
H 0.25127 -0.33532 -2.05742 0.1640
H -2.54902 0.95971 -4.05280 0.0804
H -2.62822 -0.51892 -4.78468 0.0791
H -3.22315 -1.19458 -1.83617 0.1112
H -0.27461 -2.16912 -4.39842 0.1885
H 0.13201 -2.54165 -2.86348 0.1776
H 1.82794 -2.72352 -4.76780 0.1529
H 3.26968 -1.21694 -2.60777 0.1076
H 2.06222 -2.32866 -1.94332 0.1307
H 4.40524 -3.28066 -2.18499 0.1514
H 3.74278 -3.35395 -5.21267 0.0725
H 4.77670 -4.54401 -4.37527 0.0948
H 5.25074 -2.84673 -4.40026 0.0872
H 2.39489 -4.82332 -3.39573 0.0843
C 4.23345 8.13580 -3.98089 -0.1104
O 4.52183 7.79793 -2.64153 -0.1996
C 3.65172 6.80472 -2.12600 -0.2024
C 4.35780 5.96240 -1.07718 -0.1773
O 5.26570 5.00312 -1.61473 -0.1448
C 6.46890 5.50945 -2.19026 -0.1780
C 7.45879 6.05539 -1.17602 -0.1992
O 7.04572 7.32841 -0.70541 -0.2019
C 7.46032 7.57947 0.62217 -0.1069
H 3.26498 8.64184 -4.05117 0.0893
H 5.01015 8.81205 -4.33578 0.0913
H 4.23606 7.24689 -4.62232 0.0850
H 3.28912 6.15089 -2.92803 0.1218
H 2.79734 7.31526 -1.66450 0.1284
H 3.59649 5.37221 -0.56029 0.1244
H 4.84257 6.58138 -0.32277 0.1199
H 6.25463 6.23442 -2.97530 0.1184
H 6.93577 4.64793 -2.67603 0.1209
H 8.43661 6.18024 -1.65722 0.1294
H 7.55653 5.34550 -0.34747 0.1253
H 7.11444 6.78636 1.29496 0.0871
H 7.01101 8.51801 0.94251 0.0903
H 8.54995 7.66780 0.67750 0.0901
C -2.02987 -4.75764 -0.22234 -0.1119
O -2.06218 -4.12304 1.03345 -0.1901
C -2.89985 -2.97610 1.04912 -0.2003
C -3.50073 -2.76458 2.42837 -0.1797
O -4.57308 -3.64810 2.73850 -0.1453
C -4.22444 -5.01572 2.96256 -0.1605
C -3.47540 -5.25714 4.26281 -0.1920
O -2.12387 -4.83336 4.14692 -0.2005
C -1.58726 -4.38716 5.37618 -0.0996
H -1.53448 -4.11796 -0.96459 0.0648
H -1.46458 -5.68368 -0.12189 0.0937
H -3.03963 -5.00998 -0.56486 0.0920
H -3.70984 -3.07596 0.31652 0.1241
H -2.28119 -2.11002 0.78578 0.1149
H -3.94469 -1.76532 2.44564 0.1318
H -2.73802 -2.78361 3.20728 0.1201
H -3.69030 -5.42960 2.10743 0.1167
H -5.17738 -5.54703 3.02420 0.1305
H -3.46601 -6.33070 4.48696 0.1319
H -3.98143 -4.72941 5.07492 0.1021
H -2.20776 -3.59328 5.80742 0.0790
H -0.59698 -3.97774 5.18198 0.0898
H -1.49794 -5.21745 6.08381 0.0924
C -5.04635 -2.33704 5.90879 -0.1148
O -6.10324 -1.51871 5.46354 -0.1896
C -7.04066 -2.22486 4.65920 -0.1906
C -8.43071 -1.63120 4.81237 -0.1763
O -9.08468 -1.98426 6.02780 -0.1259
C -8.58605 -1.40118 7.22835 -0.1772
C -8.89058 0.08010 7.37133 -0.1971
O -8.03704 0.85588 6.54109 -0.2046
C -8.64750 2.05014 6.10062 -0.1143
H -4.42295 -2.64270 5.06511 0.0533
H -4.43873 -1.76343 6.60986 0.0946
H -5.42622 -3.22199 6.43362 0.0942
H -7.06964 -3.28505 4.93433 0.1295
H -6.71894 -2.13398 3.61560 0.1190
H -9.05687 -2.05266 4.02198 0.1270
H -8.42550 -0.55042 4.66887 0.1179
H -7.52345 -1.60840 7.35534 0.1169
H -9.10771 -1.92307 8.03444 0.1277
H -8.71112 0.38683 8.40915 0.1277
H -9.94229 0.25774 7.12321 0.1259
H -9.59583 1.83893 5.59347 0.0872
H -7.97754 2.52639 5.38592 0.0864
H -8.81674 2.73172 6.94069 0.0886
```

HOMO energy   -10.15 eV
Net charge   +1
E_LUMO   -3.2 eV
Energy relative to the best compared isomer or geometry (same formula, charge and spin)   1.526 eV